1.
C2H3ClN2O | wB97M-V/def2-TZVPD

The geometry in XYZ format:
```
9
C2H3ClN2O | the OMol25 dataset | wB97M-V/def2-TZVPD
C -1.05 -0.73 0.73
C -0.57 0.29 -1.03
N -0.45 0.42 0.25
N -1.42 -1.49 -0.22
O -1.23 -0.82 -1.41
Cl 2.30 -0.25 1.44
H -1.30 -0.91 1.80
H 2.26 -0.04 2.80
H -0.41 0.85 -1.91
```

Results
ΔE to the lowest compared entry with this formula, charge and spin: 39.7 kcal per mole
LUMO energy: 0.627 eV
highest occupied orbital energy: -10.949 eV
calculated total energy: -722.89033 hartree
SMILES: c1ncon1.Cl

Results of the Mulliken charge analysis, in e, for atoms 1 through 4:
1. C 0.0672
2. C 0.1320
3. N -0.4719
4. N -0.2848

=====

2.
C2H3ClN2O | wB97M-V/def2-TZVPD

The geometry in XYZ format:
```
9
C2H3ClN2O | the OMol25 dataset | wB97M-V/def2-TZVPD
C -0.55 -0.21 0.81
C -0.22 -0.67 -0.52
N 1.10 1.03 -1.58
N 0.29 0.02 1.76
O 0.51 -0.17 -1.45
Cl -0.13 0.60 3.23
H -1.72 -0.06 1.07
H -0.65 -1.70 -0.72
H 1.38 1.16 -2.60
```

Results
ΔE to the lowest compared entry with this formula, charge and spin: 77.6 kcal per mole
⟨S²⟩: 2.014
2S+1: 3
LUMO energy (alpha / beta): 0.727 / -1.538 eV
highest occupied orbital energy (alpha / beta): -7.414 / -9.623 eV
calculated total energy: -722.68077 hartree

Results of the Mulliken charge analysis, in e, for atoms 1 through 4:
1. C 0.2562
2. C -0.2188
3. N -0.4019
4. N -0.3271

=====

3.
C2H3ClO2 | wB97M-V/def2-TZVPD

The geometry in XYZ format:
```
8
C2H3ClO2 | the OMol25 dataset | wB97M-V/def2-TZVPD
C -0.61 -0.63 0.33
C 0.52 0.28 -0.01
O -1.74 -0.70 0.03
O 0.18 0.77 -1.30
Cl 0.17 -1.92 1.35
H 1.59 -0.08 -0.15
H 0.44 0.95 0.92
H -0.56 1.32 -1.18
```

Results
ΔE to the lowest compared entry with this formula, charge and spin: 19.8 kcal per mole
LUMO energy: 0.567 eV
highest occupied orbital energy: -10.735 eV
calculated total energy: -688.65254 hartree
SMILES: O=C(Cl)CO

Results of the Mulliken charge analysis, in e, for atoms 1 through 4:
1. C 0.5618
2. C -0.3726
3. O -0.4000
4. O -0.4845

=====

4.
C2H3ClO2 | wB97M-V/def2-TZVPD

The geometry in XYZ format:
```
8
C2H3ClO2 | the OMol25 dataset | wB97M-V/def2-TZVPD
C -1.68 0.53 0.23
C 1.04 -0.28 0.26
O -0.71 -0.09 -0.28
O 1.33 -1.48 -0.15
Cl 2.06 1.03 -0.19
H -2.63 0.11 0.67
H -1.55 1.67 0.14
H 2.14 -1.49 -0.68
```

Results
ΔE to the lowest compared entry with this formula, charge and spin: 107.6 kcal per mole
LUMO energy (alpha / beta): 0.012 / 0.010 eV
highest occupied orbital energy (alpha / beta): -7.643 / -7.641 eV
calculated total energy: -688.51274 hartree

Results of the Mulliken charge analysis, in e, for atoms 1 through 4:
1. C -0.0997
2. C 0.0558
3. O -0.2696
4. O -0.2548

=====

Question: The lowest ΔE to the lowest compared entry with this formula, charge and spin belongs to which entry?
Answer: number 3

=====

Question: Among the records above, which one has the highest ΔE to the lowest compared entry with this formula, charge and spin?
Answer: number 4